Entry 1:
{"formula": "C38H43CdCl5N2O8P", "method": "ωB97M-V/def2-TZVPD", "species": ["Cd", "Cl", "C", "C", "Cl", "C", "Cl", "C", "O", "C", "Cl", "C", "Cl", "O", "P", "C", "C", "C", "C", "C", "C", "C", "C", "C", "C", "C", "C", "C", "C", "C", "C", "C", "C", "H", "H", "H", "H", "H", "H", "H", "H", "H", "H", "H", "H", "H", "H", "H", "H", "H", "H", "H", "H", "H", "H", "H", "H", "H", "H", "H", "H", "H", "H", "H", "H", "H", "O", "C", "O", "C", "C", "C", "C", "C", "C", "N", "O", "O", "N", "O", "O", "H", "H", "H", "C", "C", "C", "C", "C", "C", "C", "H", "H", "H", "H", "H", "H", "H"], "xyz": [[0.113, 1.476, -1.696], [-5.733, -1.617, -4.259], [-4.114, -1.040, -4.097], [-3.865, 0.273, -3.707], [-5.180, 1.347, -3.408], [-2.564, 0.716, -3.557], [-2.229, 2.360, -3.124], [-1.432, -0.119, -3.743], [-0.238, 0.269, -3.518], [-1.730, -1.426, -4.210], [-0.393, -2.456, -4.572], [-3.030, -1.877, -4.360], [-3.319, -3.505, -4.860], [1.302, -0.433, -0.968], [1.434, -1.622, -0.067], [2.149, -1.070, 1.520], [2.588, -2.156, 2.511], [2.856, -1.521, 3.872], [1.553, -0.978, 4.485], [0.522, -0.621, 3.408], [1.211, -0.035, 2.183], [2.572, -2.866, -0.786], [4.034, -2.368, -0.802], [4.324, -1.566, -2.067], [4.252, -2.469, -3.307], [3.284, -3.637, -3.090], [2.112, -3.198, -2.222], [-0.212, -2.348, 0.233], [-0.262, -3.734, 0.927], [-0.806, -4.818, 0.001], [-2.226, -4.495, -0.471], [-2.396, -2.999, -0.793], [-1.057, -2.324, -1.057], [3.045, -0.534, 1.191], [3.478, -2.670, 2.135], [1.816, -2.915, 2.632], [3.578, -0.709, 3.741], [3.323, -2.243, 4.546], [1.778, -0.092, 5.084], [1.128, -1.714, 5.171], [-0.217, 0.081, 3.792], [-0.044, -1.507, 3.112], [1.799, 0.836, 2.485], [0.468, 0.327, 1.467], [2.514, -3.764, -0.162], [4.701, -3.236, -0.764], [4.264, -1.779, 0.086], [5.307, -1.096, -1.998], [3.591, -0.761, -2.142], [5.245, -2.855, -3.554], [3.920, -1.878, -4.164], [3.800, -4.477, -2.612], [2.919, -4.008, -4.050], [1.342, -3.969, -2.202], [1.658, -2.312, -2.673], [-0.678, -1.598, 0.888], [-0.913, -3.664, 1.804], [0.714, -4.042, 1.301], [-0.790, -5.785, 0.512], [-0.143, -4.920, -0.861], [-2.939, -4.791, 0.304], [-2.458, -5.101, -1.350], [-2.877, -2.480, 0.040], [-3.051, -2.871, -1.657], [-1.213, -1.283, -1.340], [-0.548, -2.814, -1.888], [-1.864, 0.188, 1.793], [-1.893, 1.035, 0.896], [-1.576, 0.872, -0.317], [-2.393, 2.435, 1.267], [-2.805, 2.698, 2.567], [-3.185, 3.987, 2.903], [-3.180, 5.034, 2.000], [-2.774, 4.729, 0.716], [-2.387, 3.461, 0.333], [-2.729, 5.814, -0.280], [-2.316, 5.545, -1.387], [-3.108, 6.915, 0.070], [-3.602, 4.271, 4.287], [-3.670, 3.338, 5.061], [-3.844, 5.427, 4.577], [-2.801, 1.903, 3.297], [-3.467, 6.033, 2.284], [-2.066, 3.274, -0.680], [1.622, 2.812, -0.855], [1.104, 3.922, -0.026], [0.917, 5.213, -0.528], [0.402, 6.229, 0.261], [0.078, 5.998, 1.592], [0.275, 4.725, 2.116], [0.766, 3.708, 1.319], [2.175, 2.096, -0.245], [2.273, 3.158, -1.659], [1.164, 5.413, -1.565], [0.251, 7.213, -0.166], [-0.324, 6.792, 2.207], [0.028, 4.521, 3.152], [0.895, 2.716, 1.737]], "de_lowest_kcal_mol": 0.0, "total_charge": -1, "energy_ev": -135931.0055, "e_homo_ev": -5.277, "orbital_gap_ev": 6.770}

---

Entry 2:
{"formula": "C38H43ClN3O2PRu", "method": "ωB97M-V/def2-TZVPD", "species": ["Ru", "Cl", "N", "N", "C", "C", "C", "C", "C", "C", "H", "H", "H", "H", "H", "H", "C", "C", "C", "C", "H", "H", "H", "H", "H", "H", "O", "H", "H", "O", "H", "H", "C", "C", "C", "H", "H", "C", "C", "H", "C", "C", "C", "C", "H", "C", "H", "H", "H", "H", "H", "H", "H", "H", "N", "P", "C", "C", "C", "C", "C", "C", "C", "C", "C", "C", "C", "C", "C", "C", "C", "C", "C", "C", "H", "H", "H", "H", "H", "H", "H", "H", "H", "H", "H", "H", "H", "H", "H"], "xyz": [[-0.769, 0.355, -0.902], [-1.674, 2.512, -0.948], [-2.342, -0.075, 0.491], [0.841, 1.350, -2.074], [-3.262, -0.990, 0.264], [0.623, 1.335, -3.355], [-2.681, 0.568, 1.796], [-3.490, -0.534, 2.453], [-3.596, 1.758, 1.573], [-1.454, 0.968, 2.576], [-4.478, 1.467, 0.982], [-3.058, 2.554, 1.049], [-3.941, 2.111, 2.555], [-0.817, 0.096, 2.758], [-1.764, 1.377, 3.550], [-0.878, 1.728, 2.033], [1.900, 2.389, -1.796], [2.121, 2.995, -3.178], [3.219, 1.780, -1.342], [1.426, 3.460, -0.845], [0.479, 3.871, -1.210], [2.187, 4.252, -0.803], [1.273, 3.072, 0.168], [3.489, 0.924, -1.975], [3.179, 1.456, -0.297], [3.995, 2.558, -1.427], [1.233, 2.274, -4.072], [3.141, 2.846, -3.558], [1.863, 4.057, -3.243], [-4.011, -1.313, 1.311], [-4.367, -0.197, 3.015], [-2.873, -1.201, 3.072], [-3.545, -1.608, -1.054], [-0.241, 0.363, -4.070], [-1.627, 0.471, -3.565], [0.167, -0.629, -3.828], [-0.166, 0.566, -5.139], [-1.972, -0.195, -2.366], [-3.294, -0.546, -2.064], [0.981, 0.741, 0.600], [-4.284, 0.259, -2.647], [-3.926, 1.199, -3.618], [-5.705, 0.143, -2.181], [-2.627, 1.272, -4.128], [-4.693, 1.878, -3.998], [-2.277, 2.229, -5.218], [-3.137, 2.859, -5.462], [-1.971, 1.707, -6.133], [-1.447, 2.877, -4.909], [-6.091, -0.876, -2.319], [-6.343, 0.832, -2.748], [-5.789, 0.386, -1.111], [-4.576, -1.981, -1.075], [-2.837, -2.447, -1.184], [0.710, -0.217, 0.332], [1.574, -1.248, 1.307], [1.679, -0.329, 2.858], [1.314, -0.888, 4.098], [1.238, -0.066, 5.224], [1.504, 1.302, 5.128], [1.940, 1.846, 3.914], [2.107, 1.016, 2.804], [1.057, -2.937, 1.612], [1.980, -3.761, 2.294], [1.640, -5.067, 2.638], [0.387, -5.577, 2.283], [-0.513, -4.783, 1.562], [-0.185, -3.468, 1.216], [3.254, -1.379, 0.669], [3.468, -2.036, -0.558], [4.736, -2.011, -1.141], [5.778, -1.306, -0.526], [5.584, -0.737, 0.736], [4.343, -0.827, 1.362], [1.124, -1.961, 4.170], [0.975, -0.506, 6.186], [1.409, 1.945, 6.006], [2.178, 2.909, 3.840], [2.606, 1.414, 1.911], [2.969, -3.371, 2.546], [2.357, -5.679, 3.186], [0.117, -6.596, 2.570], [-1.482, -5.193, 1.273], [-0.870, -2.843, 0.639], [2.637, -2.551, -1.050], [4.913, -2.529, -2.086], [6.744, -1.215, -1.019], [6.397, -0.211, 1.238], [4.218, -0.445, 2.377]], "total_charge": -1, "energy_ev": -73060.5114, "e_homo_ev": [-1.060, -3.855], "multiplicity": 6, "orbital_gap_ev": [3.604, 6.384]}

---

Entry 3:
{"formula": "C38H43CrGeN15O2S2", "method": "ωB97M-V/def2-TZVPD", "species": ["Cr", "N", "C", "N", "N", "N", "N", "C", "N", "N", "N", "N", "H", "C", "O", "C", "C", "C", "C", "C", "C", "N", "N", "C", "C", "C", "C", "O", "C", "N", "C", "C", "C", "C", "H", "H", "H", "H", "H", "H", "H", "H", "H", "H", "H", "H", "S", "C", "N", "C", "C", "C", "N", "H", "H", "H", "H", "H", "H", "H", "H", "N", "S", "C", "C", "C", "C", "C", "C", "C", "C", "C", "C", "C", "C", "H", "H", "H", "H", "H", "H", "H", "H", "H", "H", "H", "C", "Ge", "C", "C", "C", "H", "H", "H", "H", "H", "H", "H", "H", "H", "H", "H"], "xyz": [[-0.379, 0.176, 1.175], [0.566, 1.851, 4.138], [-0.644, 1.174, 4.168], [-1.525, 1.283, 5.147], [-2.529, 0.464, 4.768], [-2.259, -0.093, 3.637], [-1.036, 0.333, 3.224], [1.171, 2.223, 2.944], [2.174, 3.076, 2.895], [2.507, 3.114, 1.579], [1.754, 2.333, 0.898], [0.865, 1.739, 1.743], [0.710, 2.498, 4.896], [6.957, -1.621, -0.886], [5.891, -2.266, -1.557], [5.206, -3.214, -0.862], [3.993, -3.617, -1.422], [3.205, -4.541, -0.772], [3.635, -5.112, 0.427], [4.864, -4.759, 0.942], [5.646, -3.786, 0.323], [2.907, -6.203, 1.038], [1.679, -6.135, 1.182], [0.987, -4.885, 1.048], [-0.254, -4.946, 0.468], [-1.071, -3.823, 0.270], [-0.646, -2.573, 0.693], [-1.343, -1.486, 0.627], [0.646, -2.512, 1.342], [0.969, -1.278, 1.823], [1.982, -1.147, 2.642], [2.761, -2.253, 3.032], [2.492, -3.483, 2.509], [1.426, -3.648, 1.591], [7.304, -0.834, -1.551], [7.783, -2.309, -0.686], [6.616, -1.178, 0.053], [3.674, -3.165, -2.351], [2.255, -4.835, -1.199], [5.208, -5.234, 1.854], [6.585, -3.496, 0.772], [-0.588, -5.921, 0.128], [-2.048, -3.920, -0.185], [2.190, -0.150, 3.012], [3.565, -2.109, 3.740], [3.053, -4.348, 2.843], [-0.956, 4.481, -0.365], [-0.845, 3.832, -1.895], [0.350, 3.465, -2.413], [0.530, 2.692, -3.629], [-0.629, 2.932, -4.584], [-1.928, 2.731, -3.817], [-1.929, 3.668, -2.699], [1.082, 3.424, -1.719], [0.602, 1.623, -3.390], [1.473, 2.994, -4.089], [-0.560, 2.244, -5.426], [-0.596, 3.954, -4.966], [-1.997, 1.694, -3.465], [-2.799, 2.937, -4.439], [-2.796, 3.817, -2.209], [-2.229, 1.177, 0.905], [-3.211, 1.895, -0.069], [-4.303, 2.876, 0.957], [-5.039, 2.229, 1.944], [-5.843, 2.975, 2.786], [-5.912, 4.356, 2.637], [-5.167, 4.992, 1.657], [-4.351, 4.251, 0.809], [-4.458, 0.713, -0.612], [-5.583, 1.160, -1.298], [-6.533, 0.243, -1.711], [-6.352, -1.112, -1.443], [-5.217, -1.541, -0.776], [-4.250, -0.629, -0.358], [-2.734, 0.818, 1.720], [-4.970, 1.155, 2.073], [-6.407, 2.477, 3.563], [-6.542, 4.937, 3.299], [-5.199, 6.069, 1.558], [-3.723, 4.742, 0.075], [-5.725, 2.218, -1.489], [-7.418, 0.581, -2.234], [-7.101, -1.828, -1.757], [-5.075, -2.594, -0.568], [-3.345, -0.954, 0.148], [3.180, 1.880, -1.860], [2.143, 0.310, -1.321], [3.405, -0.572, -0.108], [2.204, -0.871, -2.919], [0.288, 0.347, -0.806], [3.992, 1.511, -2.491], [3.597, 2.357, -0.972], [2.627, 2.644, -2.430], [4.352, -0.666, -0.646], [3.079, -1.574, 0.179], [3.574, 0.028, 0.789], [3.141, -0.740, -3.469], [1.372, -0.672, -3.599], [2.135, -1.918, -2.612], [-0.125, 1.310, -1.152], [-0.180, -0.453, -1.389]], "de_lowest_kcal_mol": 8.0, "total_charge": -1, "energy_ev": -173159.4271, "e_homo_ev": [-5.085, -5.201], "multiplicity": 4, "orbital_gap_ev": [7.144, 7.171]}

---

Entry 4:
{"formula": "C38H43CuN6OS", "method": "ωB97M-V/def2-TZVPD", "species": ["Cu", "N", "C", "C", "C", "N", "C", "C", "N", "C", "H", "H", "H", "H", "H", "H", "H", "H", "H", "H", "H", "H", "H", "H", "H", "H", "N", "C", "C", "C", "C", "C", "C", "C", "C", "C", "C", "C", "C", "N", "C", "C", "C", "C", "N", "H", "H", "H", "H", "H", "H", "H", "H", "H", "H", "S", "C", "C", "C", "C", "C", "C", "H", "H", "H", "H", "H", "C", "C", "C", "C", "C", "C", "C", "O", "C", "C", "C", "H", "H", "H", "H", "H", "H", "H", "H", "H", "H", "H", "H"], "xyz": [[0.739, 0.234, -0.238], [2.605, -0.263, 2.387], [2.558, -1.524, 3.149], [1.497, -1.396, 4.257], [0.076, -1.287, 3.683], [-0.065, -0.028, 2.881], [-0.222, -2.516, 2.822], [0.796, -2.781, 1.700], [0.563, -1.914, 0.516], [2.237, -2.704, 2.228], [3.149, 0.449, 2.862], [0.972, 0.157, 2.445], [2.986, -0.387, 1.453], [3.529, -1.723, 3.610], [1.728, -0.536, 4.893], [1.542, -2.281, 4.891], [-0.647, -1.254, 4.500], [-0.323, 0.776, 3.446], [-0.730, -0.120, 2.116], [-1.220, -2.433, 2.386], [-0.222, -3.386, 3.481], [0.646, -3.821, 1.390], [-0.399, -2.069, 0.211], [1.149, -2.264, -0.234], [2.939, -2.705, 1.388], [2.426, -3.619, 2.794], [8.936, 6.214, -0.276], [8.003, 5.542, -0.260], [6.842, 4.705, -0.234], [6.491, 4.035, 0.937], [5.365, 3.232, 0.951], [4.594, 3.075, -0.197], [4.949, 3.745, -1.362], [6.064, 4.563, -1.382], [3.406, 2.177, -0.160], [3.602, 0.872, -0.639], [4.847, 0.304, -1.030], [4.573, -0.953, -1.520], [3.174, -1.106, -1.433], [2.585, -0.039, -0.896], [2.220, 2.732, 0.319], [1.965, 4.124, 0.499], [0.661, 4.234, 0.913], [0.171, 2.910, 1.007], [1.082, 2.009, 0.663], [7.097, 4.150, 1.825], [5.079, 2.715, 1.858], [4.343, 3.621, -2.251], [6.336, 5.094, -2.284], [5.811, 0.779, -0.940], [5.262, -1.682, -1.915], [2.584, -1.940, -1.792], [2.664, 4.922, 0.301], [0.105, 5.136, 1.116], [-0.814, 2.604, 1.333], [-2.819, -1.905, -0.037], [-4.065, -3.087, 0.018], [-4.422, -3.691, 1.238], [-5.445, -4.614, 1.277], [-6.127, -4.952, 0.110], [-5.767, -4.376, -1.105], [-4.746, -3.449, -1.158], [-3.889, -3.418, 2.139], [-5.719, -5.076, 2.217], [-6.939, -5.665, 0.150], [-6.285, -4.656, -2.012], [-4.457, -2.998, -2.098], [-1.536, 0.257, -7.160], [-1.695, 0.548, -5.698], [-0.669, 1.132, -4.966], [-0.769, 1.336, -3.599], [0.340, 2.075, -2.905], [-1.945, 0.928, -2.931], [-2.081, 0.935, -1.489], [-1.206, 0.839, -0.632], [-3.047, 0.457, -3.685], [-4.387, 0.167, -3.059], [-2.891, 0.258, -5.043], [-0.582, 0.623, -7.532], [-2.339, 0.715, -7.739], [-1.584, -0.820, -7.332], [0.236, 1.443, -5.476], [0.872, 2.702, -3.620], [1.067, 1.382, -2.479], [-0.032, 2.703, -2.097], [-3.114, 1.007, -1.121], [-4.315, -0.511, -2.208], [-5.053, -0.281, -3.794], [-4.854, 1.091, -2.710], [-3.724, -0.135, -5.615]], "de_lowest_kcal_mol": 5.1, "total_charge": 1, "energy_ev": -106561.5645, "e_homo_ev": [-9.627, -9.627], "multiplicity": 2, "orbital_gap_ev": [6.955, 4.654]}

---

Entry 5:
{"formula": "C38H43F4N5STi", "method": "ωB97M-V/def2-TZVPD", "species": ["Ti", "C", "N", "C", "C", "C", "N", "C", "C", "F", "C", "F", "C", "C", "F", "C", "F", "H", "H", "H", "H", "H", "H", "H", "H", "H", "H", "H", "C", "C", "C", "C", "C", "C", "C", "N", "C", "C", "C", "C", "C", "C", "C", "N", "C", "C", "C", "C", "H", "H", "H", "H", "H", "H", "H", "H", "H", "H", "H", "H", "H", "H", "H", "H", "H", "H", "H", "H", "H", "H", "H", "H", "C", "C", "C", "C", "C", "C", "C", "C", "C", "S", "C", "N", "H", "H", "H", "H", "H", "H", "H", "H"], "xyz": [[0.712, -0.465, -0.229], [3.913, -0.610, -1.430], [2.584, -1.207, -1.619], [2.239, -1.107, -3.042], [2.666, -2.618, -1.211], [1.298, -3.263, -1.105], [0.397, -2.390, -0.348], [-0.790, -2.953, 0.098], [-1.368, -2.474, 1.289], [-0.615, -1.641, 2.029], [-2.595, -2.875, 1.763], [-3.063, -2.348, 2.895], [-3.322, -3.843, 1.099], [-2.748, -4.404, -0.020], [-3.400, -5.363, -0.681], [-1.515, -3.998, -0.500], [-1.054, -4.610, -1.607], [4.670, -1.168, -1.993], [3.915, 0.422, -1.776], [4.191, -0.626, -0.376], [2.939, -1.683, -3.660], [1.231, -1.474, -3.217], [2.287, -0.067, -3.363], [3.275, -3.191, -1.922], [3.162, -2.656, -0.240], [0.925, -3.490, -2.107], [1.417, -4.227, -0.600], [-4.290, -4.164, 1.454], [5.091, -1.665, 5.216], [4.940, -0.349, 4.448], [6.290, -0.010, 3.791], [4.564, 0.758, 5.445], [3.883, -0.437, 3.365], [3.140, -1.592, 3.109], [2.230, -1.612, 2.080], [2.003, -0.570, 1.264], [2.696, 0.569, 1.511], [3.620, 0.649, 2.543], [2.499, 1.639, 0.530], [3.030, 2.914, 0.674], [2.935, 3.849, -0.346], [2.284, 3.431, -1.509], [1.742, 2.169, -1.572], [1.816, 1.278, -0.578], [3.478, 5.260, -0.229], [4.328, 5.451, 1.031], [2.275, 6.219, -0.167], [4.343, 5.591, -1.454], [5.881, -1.552, 5.957], [5.370, -2.489, 4.556], [4.174, -1.928, 5.747], [7.063, 0.046, 4.559], [6.262, 0.951, 3.276], [6.577, -0.779, 3.071], [5.335, 0.829, 6.214], [3.614, 0.535, 5.933], [4.484, 1.733, 4.961], [3.266, -2.477, 3.714], [1.653, -2.503, 1.881], [4.160, 1.574, 2.691], [3.506, 3.174, 1.607], [2.175, 4.097, -2.353], [1.216, 1.859, -2.465], [3.737, 5.321, 1.940], [4.724, 6.466, 1.041], [5.175, 4.762, 1.051], [1.654, 5.996, 0.702], [1.657, 6.136, -1.062], [2.628, 7.248, -0.086], [5.168, 4.884, -1.555], [4.766, 6.590, -1.341], [3.765, 5.583, -2.378], [-1.117, -1.885, -3.242], [-1.196, -0.403, -3.057], [-1.670, 0.339, -4.163], [-1.883, 1.676, -4.049], [-1.684, 2.292, -2.796], [-1.958, 3.659, -2.597], [-1.828, 4.209, -1.350], [-1.429, 3.412, -0.273], [-1.118, 2.075, -0.434], [-0.685, 1.104, 0.945], [-1.213, 1.485, -1.726], [-0.889, 0.151, -1.891], [-2.131, -2.269, -3.367], [-0.683, -2.353, -2.375], [-0.561, -2.154, -4.141], [-1.851, -0.186, -5.091], [-2.238, 2.262, -4.887], [-2.294, 4.246, -3.443], [-2.055, 5.256, -1.194], [-1.372, 3.833, 0.723]], "de_lowest_kcal_mol": 9.0, "total_charge": 1, "energy_ev": -92373.8696, "e_homo_ev": [-9.748, -9.957], "multiplicity": 2, "orbital_gap_ev": [6.573, 6.634]}